{"formula": "C30H21F11KN2PS2", "method": "wB97M-V/def2-TZVPD", "species": ["K", "C", "C", "N", "C", "C", "S", "C", "C", "S", "C", "N", "C", "H", "H", "H", "H", "H", "H", "H", "H", "F", "C", "F", "F", "C", "C", "C", "C", "C", "C", "P", "C", "C", "C", "C", "C", "C", "C", "F", "F", "F", "C", "C", "C", "C", "C", "C", "C", "F", "F", "F", "H", "H", "H", "H", "H", "H", "H", "H", "H", "H", "H", "H", "F", "C", "F", "H"], "coordinates": [[-0.251, -0.074, 0.179], [-4.200, 0.269, -0.257], [-3.819, -1.143, 0.038], [-2.601, -1.520, 0.294], [-2.518, -2.871, 0.518], [-3.705, -3.539, 0.427], [-4.959, -2.436, 0.055], [-1.235, -3.513, 0.815], [-1.057, -4.861, 0.942], [0.579, -5.206, 1.299], [0.937, -3.527, 1.253], [-0.090, -2.774, 0.993], [2.307, -2.986, 1.498], [-3.334, 0.927, -0.132], [-4.996, 0.605, 0.409], [-4.564, 0.359, -1.282], [-3.886, -4.590, 0.572], [-1.787, -5.644, 0.836], [3.034, -3.782, 1.652], [2.298, -2.356, 2.389], [2.639, -2.382, 0.652], [7.177, 6.277, -2.679], [6.606, 5.365, -3.488], [7.615, 4.700, -4.085], [5.957, 6.036, -4.448], [5.711, 4.430, -2.725], [4.418, 4.174, -3.143], [3.636, 3.272, -2.431], [4.145, 2.628, -1.306], [5.448, 2.910, -0.893], [6.230, 3.804, -1.596], [3.066, 1.397, -0.473], [3.050, 2.006, 1.251], [3.229, 3.346, 1.570], [3.085, 3.787, 2.877], [2.755, 2.888, 3.878], [2.552, 1.549, 3.574], [2.690, 1.119, 2.267], [2.635, 3.393, 5.284], [3.805, 3.903, 5.722], [1.728, 4.378, 5.392], [2.282, 2.431, 6.150], [4.261, -0.007, -0.357], [5.211, -0.167, 0.655], [6.042, -1.271, 0.679], [5.941, -2.232, -0.324], [5.020, -2.081, -1.347], [4.183, -0.976, -1.351], [6.808, -3.453, -0.254], [8.071, -3.156, 0.087], [6.353, -4.322, 0.676], [6.853, -4.120, -1.416], [4.019, 4.671, -4.016], [2.619, 3.069, -2.743], [5.852, 2.423, -0.014], [7.241, 4.020, -1.275], [3.478, 4.061, 0.797], [3.228, 4.833, 3.114], [2.283, 0.849, 4.352], [2.530, 0.069, 2.042], [5.288, 0.570, 1.445], [6.772, -1.390, 1.468], [4.949, -2.823, -2.130], [3.453, -0.867, -2.146], [-0.133, 2.320, 0.651], [-1.257, 2.389, -0.318], [-0.646, 1.679, -1.480], [-1.089, 3.419, -0.671]], "forces_ev_per_a": [[0.040, -0.408, 0.157], [-0.086, 0.009, 0.019], [0.076, 0.157, -0.003], [0.140, -0.031, 0.019], [-0.441, -0.265, -0.071], [0.119, 0.251, 0.023], [0.065, -0.093, 0.025], [0.122, -0.431, 0.077], [0.123, 0.135, 0.005], [-0.080, 0.081, -0.025], [-0.019, 0.002, -0.027], [0.000, 0.151, -0.045], [0.067, -0.058, 0.063], [0.015, -0.005, -0.038], [-0.010, -0.028, -0.008], [0.005, 0.009, -0.002], [-0.073, -0.012, -0.006], [0.001, -0.028, 0.006], [0.005, 0.005, -0.004], [0.025, -0.007, 0.001], [-0.002, 0.003, -0.010], [-0.013, 0.001, 0.030], [0.055, 0.030, -0.034], [0.008, -0.031, 0.008], [-0.070, 0.025, -0.030], [-0.018, -0.002, -0.024], [0.008, 0.027, -0.003], [0.038, -0.064, 0.163], [-0.135, 0.089, -0.214], [-0.039, -0.073, 0.057], [-0.008, 0.003, 0.017], [0.185, -0.108, -0.034], [-0.101, -0.109, 0.085], [0.016, 0.084, 0.000], [0.005, -0.004, -0.060], [-0.023, -0.098, -0.050], [-0.011, 0.057, 0.078], [0.047, 0.046, -0.094], [0.062, 0.033, 0.101], [0.022, 0.008, -0.008], [-0.045, 0.030, -0.032], [-0.033, -0.064, 0.003], [0.013, 0.040, 0.205], [-0.094, 0.014, 0.015], [-0.001, -0.094, -0.094], [-0.019, 0.107, 0.035], [0.055, -0.064, 0.018], [-0.117, 0.062, -0.122], [0.036, -0.108, 0.013], [0.047, 0.045, 0.028], [-0.025, 0.003, 0.019], [-0.024, 0.010, -0.035], [0.013, 0.002, -0.004], [-0.006, -0.005, -0.029], [0.027, 0.006, -0.014], [0.006, -0.005, 0.004], [0.008, 0.001, 0.007], [0.000, 0.003, 0.008], [-0.001, 0.014, 0.019], [0.010, -0.007, -0.025], [-0.001, -0.006, 0.015], [0.003, -0.003, 0.007], [0.003, -0.007, 0.001], [-0.009, -0.003, 0.013], [0.166, 0.222, -0.023], [0.069, 0.225, -0.136], [0.078, 0.194, -0.106], [-0.281, 0.038, 0.066]], "nbo_charge": [0.9129, -0.6964, 0.0974, -0.4877, 0.0897, -0.4299, 0.4395, 0.1013, -0.4425, 0.4591, 0.0645, -0.4824, -0.6597, 0.2841, 0.2285, 0.2315, 0.2383, 0.2445, 0.2363, 0.2329, 0.2365, -0.3228, 0.9732, -0.3233, -0.3187, -0.1391, -0.1724, -0.1952, -0.3381, -0.1315, -0.2024, 0.8357, -0.3075, -0.1989, -0.1745, -0.0911, -0.1898, -0.2188, 0.9652, -0.3266, -0.3195, -0.3224, -0.2204, -0.2476, -0.1743, -0.1455, -0.1794, -0.2340, 0.9729, -0.3193, -0.3277, -0.3195, 0.2361, 0.2365, 0.2097, 0.2314, 0.2266, 0.2294, 0.2308, 0.2048, 0.2280, 0.2321, 0.2352, 0.2244, -0.5087, 0.0296, -0.5084, 0.0775], "fmax_ev_per_a": 0.5, "lumo_energy_ev": -0.076, "total_energy_ev": -111609.470}